# 1
Entry from the Open Molecules 2025 dataset: a molecular structure, C47H51MnN8O4S2 in a non-equilibrium geometry (the ωB97M-V functional and the def2-TZVPD basis).

ORCA input file:
```
! RIJCOSX wB97M-V def2-TZVPD def2/J DEFGRID3
* xyz 1 2
Mn -0.274 -0.084 0.184
C 4.621 2.000 4.810
C 3.882 1.473 3.603
C 4.265 1.813 2.304
C 3.564 1.355 1.207
C 2.445 0.510 1.322
N 1.731 0.095 0.214
C 2.447 -0.331 -0.881
C 3.653 -1.059 -0.761
C 4.366 -1.509 -1.853
C 3.923 -1.288 -3.161
C 4.691 -1.799 -4.357
C 2.727 -0.611 -3.300
C 2.012 -0.137 -2.199
N 0.812 0.598 -2.481
C 0.665 1.554 -3.416
C -0.682 1.847 -3.501
C -1.282 1.001 -2.558
N -0.377 0.239 -1.954
C 2.088 0.165 2.623
C 2.777 0.652 3.733
N 1.016 -0.751 2.864
C 1.012 -1.729 3.789
C -0.259 -2.251 3.837
C -0.974 -1.515 2.885
N -0.200 -0.606 2.297
H 5.686 2.106 4.601
H 4.507 1.334 5.666
H 4.246 2.984 5.106
H 5.127 2.457 2.153
H 3.877 1.646 0.210
H 4.011 -1.270 0.239
H 5.285 -2.065 -1.693
H 5.763 -1.804 -4.158
H 4.512 -1.181 -5.237
H 4.401 -2.822 -4.610
H 2.324 -0.438 -4.293
H 1.519 1.946 -3.946
H -1.163 2.558 -4.153
H -2.325 0.893 -2.303
H 2.430 0.374 4.723
H 1.907 -1.990 4.329
H -0.622 -3.047 4.467
H -2.008 -1.610 2.597
C -6.968 3.186 1.440
C -5.781 2.230 1.411
C -5.066 2.272 0.063
N -3.946 1.334 -0.037
C -4.016 -0.007 -0.096
S -2.655 -0.952 0.131
N -5.269 -0.494 -0.369
C -5.706 -1.810 -0.611
O -4.978 -2.761 -0.635
C -7.184 -1.902 -0.868
C -8.109 -0.985 -0.371
C -9.459 -1.131 -0.657
C -9.890 -2.189 -1.443
C -8.974 -3.116 -1.926
C -7.627 -2.977 -1.631
H -7.471 3.157 2.406
H -7.705 2.925 0.675
H -6.649 4.214 1.256
H -6.111 1.209 1.622
H -5.061 2.494 2.189
H -4.648 3.264 -0.101
H -5.773 2.100 -0.754
H -3.049 1.671 0.275
H -5.991 0.197 -0.470
H -7.800 -0.174 0.281
H -10.175 -0.426 -0.254
H -10.943 -2.294 -1.675
H -9.312 -3.950 -2.527
H -6.897 -3.691 -1.991
C 0.375 8.683 -3.287
O 0.370 7.532 -2.447
C 0.725 7.703 -1.148
C 1.132 8.902 -0.582
C 1.487 8.939 0.759
C 1.458 7.784 1.528
C 1.056 6.586 0.959
C 0.672 6.549 -0.369
N 0.293 5.348 -1.049
C -0.206 4.229 -0.570
C -0.957 4.059 0.586
C -1.660 5.115 1.244
C -2.420 4.863 2.335
C -2.483 3.532 2.858
C -1.850 2.490 2.260
C -1.066 2.703 1.072
O -0.465 1.779 0.487
H 1.386 9.074 -3.408
H -0.275 9.462 -2.886
H -0.007 8.359 -4.250
H 1.175 9.803 -1.176
H 1.800 9.877 1.198
H 1.761 7.807 2.566
H 1.053 5.674 1.545
H 0.524 5.353 -2.033
H -0.018 3.348 -1.178
H -1.608 6.121 0.845
H -2.969 5.664 2.811
H -3.050 3.348 3.764
H -1.872 1.490 2.672
C 1.098 -3.933 -1.629
S -0.389 -3.030 -1.264
C -1.286 -4.313 -0.419
O 0.053 -2.076 -0.178
H 1.444 -4.438 -0.728
H 1.831 -3.193 -1.956
H 0.891 -4.643 -2.433
H -1.424 -5.149 -1.106
H -2.254 -3.894 -0.146
H -0.716 -4.609 0.462
*
```

HOMO energy (alpha / beta) (eV): -8.293 / -8.303
Orbital gap (alpha / beta) (eV): 5.40 / 5.40
F_max (eV Å⁻¹): 1.472
<S²>: 0.788
DFT total energy (hartree): -4507.8119

=====

# 2
Entry from the Open Molecules 2025 dataset: a molecular structure, C47H52Cl3GeN5O3PRhSSi in a non-equilibrium geometry (the ωB97M-V functional and the def2-TZVPD basis).

ORCA input file:
```
! RIJCOSX wB97M-V def2-TZVPD def2/J DEFGRID3
* xyz -2 5
Rh 0.311 0.873 0.467
C -0.777 -5.053 -6.471
C -0.848 -3.975 -5.425
C 0.163 -3.822 -4.452
C 0.008 -2.891 -3.436
C -1.131 -2.066 -3.422
C -2.093 -2.167 -4.409
C -1.955 -3.137 -5.397
S -1.422 -0.848 -2.145
O -2.494 -0.032 -2.707
O -1.784 -1.639 -0.965
N -0.124 0.001 -1.810
C 0.380 0.919 -2.732
C 0.118 0.856 -4.104
C 0.638 1.744 -5.037
C 1.486 2.773 -4.599
C 1.781 2.894 -3.220
C 2.562 3.981 -2.733
C 2.712 4.078 -1.318
C 2.168 3.154 -0.500
N 1.361 2.132 -0.912
C 1.187 1.982 -2.275
H 0.230 -5.090 -6.911
H -1.504 -4.873 -7.258
H -0.960 -6.020 -6.031
H 1.021 -4.449 -4.495
H 0.768 -2.770 -2.666
H -2.939 -1.505 -4.379
H -2.721 -3.293 -6.170
H -0.532 0.110 -4.561
H 0.431 1.552 -6.056
H 1.971 3.501 -5.295
H 2.902 4.777 -3.380
H 3.322 4.879 -0.863
H 2.335 3.197 0.577
Cl -0.335 0.968 3.559
Si 1.543 0.014 3.224
Cl 1.290 -1.933 4.238
Cl 2.594 1.032 4.802
O -1.960 1.141 0.466
P -3.224 1.095 1.242
N -4.541 1.193 0.245
C -4.531 2.117 -0.880
C -5.536 3.230 -0.442
C -6.616 2.420 0.323
C -5.937 1.082 0.728
N -3.198 2.366 2.286
C -2.112 3.350 2.293
C -2.368 4.108 3.567
C -3.895 4.225 3.584
C -4.361 2.904 2.952
N -3.560 -0.250 2.146
C -3.383 -0.355 3.606
C -3.070 -1.857 3.809
C -3.812 -2.528 2.687
C -3.546 -1.560 1.513
H -4.836 1.645 -1.816
H -3.567 2.534 -1.010
H -5.989 3.800 -1.264
H -5.035 3.946 0.237
H -7.441 2.231 -0.367
H -7.008 2.909 1.209
H -6.422 0.240 0.231
H -5.939 0.941 1.830
H -2.215 4.060 1.473
H -1.146 2.857 2.202
H -1.885 5.084 3.583
H -1.984 3.505 4.394
H -4.215 5.056 2.962
H -4.298 4.385 4.611
H -5.211 3.060 2.276
H -4.692 2.191 3.733
H -4.349 -0.117 4.086
H -2.654 0.327 4.013
H -3.399 -2.196 4.819
H -2.001 -2.001 3.706
H -4.876 -2.571 2.924
H -3.485 -3.542 2.484
H -4.241 -1.585 0.704
H -2.551 -1.778 1.084
C 1.944 0.204 1.500
Ge 3.477 -0.841 1.047
C 4.689 -0.805 2.633
C 5.335 0.390 3.003
C 5.891 0.548 4.257
C 5.874 -0.513 5.165
C 5.273 -1.703 4.796
C 4.683 -1.849 3.542
C 3.070 -2.703 0.632
C 1.779 -3.086 0.193
C 1.559 -4.382 -0.235
C 2.559 -5.331 -0.144
C 3.824 -4.954 0.320
C 4.083 -3.640 0.653
C 4.566 -0.145 -0.462
C 5.929 0.129 -0.392
C 6.562 0.712 -1.487
C 5.845 1.093 -2.621
C 4.480 0.821 -2.689
C 3.851 0.185 -1.603
H 5.340 1.211 2.321
H 6.339 1.492 4.556
H 6.294 -0.376 6.174
H 5.262 -2.513 5.515
H 4.173 -2.766 3.312
H 1.010 -2.332 0.146
H 0.568 -4.642 -0.579
H 2.363 -6.375 -0.440
H 4.650 -5.690 0.382
H 5.063 -3.328 0.983
H 6.474 -0.050 0.548
H 7.619 0.981 -1.407
H 6.354 1.547 -3.457
H 3.862 1.165 -3.488
H 2.780 0.031 -1.637
*
```

HOMO energy (alpha / beta) (eV): 0.553 / -1.538
Orbital gap (alpha / beta) (eV): 3.36 / 5.45
F_max (eV Å⁻¹): 2.054
Energy above the lowest of the compared OMol25 structures with the same formula, charge and spin (kcal/mol): 0.0
<S²>: 6.030
DFT total energy (hartree): -6918.9606

=====

The lowest F_max belongs to which entry? C47H51MnN8O4S2

=====

Number 1 is which compound? C47H51MnN8O4S2

=====

Which of these has the highest F_max? C47H52Cl3GeN5O3PRhSSi

=====

Which of these has the lowest DFT total energy? C47H52Cl3GeN5O3PRhSSi